Here is a molecular structure, C32H26Cl3N2P2Pd from the Open Molecules 2025 dataset. Energies are from ωB97M-V/def2-TZVPD.

Structure (XYZ):
```
66
C32H26Cl3N2P2Pd | the Open Molecules 2025 dataset | ωB97M-V/def2-TZVPD
Pd 0.587 0.082 0.543
Cl -3.898 3.059 2.052
Cl -4.007 4.415 -0.512
Cl -5.817 2.213 0.043
P -0.859 -1.572 0.906
P 4.029 0.102 0.225
N 0.983 -1.093 -1.000
N -2.432 1.194 -0.625
C 6.361 0.906 -1.004
C 7.300 3.118 -1.024
C -4.757 -0.910 1.891
C 2.214 -2.468 -2.248
C 2.234 -1.289 -1.536
C -1.184 -2.194 -0.768
C -0.181 -4.762 3.345
C -4.202 2.869 0.312
C 5.271 1.357 -0.258
C 1.909 2.065 0.082
C -3.613 -1.253 1.182
C 0.918 1.292 2.560
C 0.159 2.145 1.730
C 1.269 -3.218 1.539
C 2.195 0.869 2.170
C 3.333 -0.277 -1.463
C 5.225 2.697 0.117
C 0.193 -2.166 -1.350
C 7.363 1.781 -1.393
C -2.270 -0.687 3.104
C 1.867 -4.298 2.169
C 2.659 1.159 0.879
C 1.146 -5.067 3.071
C 0.918 -3.030 -2.128
C -0.789 -3.686 2.718
C -4.659 -0.457 3.198
C -2.364 -1.142 1.787
C -0.065 -2.909 1.814
C 0.701 2.609 0.524
C -3.213 1.925 -0.214
C -3.414 -0.347 3.807
C 6.234 3.572 -0.263
H 4.186 -0.678 -2.014
H 3.062 0.651 -1.973
H -0.827 2.460 2.044
H -1.865 -1.508 -1.277
H 2.282 2.330 -0.898
H 6.437 -0.141 -1.277
H -5.727 -1.004 1.420
H -1.825 -3.457 2.934
H 2.770 0.212 2.810
H -3.702 -1.603 0.163
H -0.744 -5.363 4.046
H 1.837 -2.627 0.831
H 0.145 3.296 -0.098
H 2.899 -4.537 1.952
H -5.553 -0.193 3.746
H 0.562 -3.946 -2.569
H -1.303 -0.626 3.591
H -1.615 -3.195 -0.744
H 0.516 0.984 3.515
H 4.408 3.071 0.721
H 6.186 4.610 0.039
H 1.618 -5.907 3.563
H 8.198 1.417 -1.976
H -3.337 -0.006 4.831
H 3.033 -2.854 -2.836
H 8.085 3.800 -1.322
```

Values from the calculation:
**Charge**: +1


Here is a molecular structure, C32H26Cl8MoN2O5S2Si from the Open Molecules 2025 dataset. Energies are from ωB97M-V/def2-TZVPD.

Structure (XYZ):
```
77
C32H26Cl8MoN2O5S2Si | the Open Molecules 2025 dataset | ωB97M-V/def2-TZVPD
Mo 0.041 1.575 1.178
Cl -0.951 5.522 0.911
Cl 3.372 1.497 -3.821
Cl -3.342 3.333 0.623
Cl 4.699 4.173 -3.045
Cl 2.064 4.251 1.586
Cl -1.121 3.719 -1.788
Cl 4.058 5.489 -0.315
Cl 1.413 0.105 -1.966
S -1.421 0.661 -0.513
S 0.774 -0.853 1.234
Si -1.312 3.589 0.294
O 2.129 0.769 4.453
O -1.589 0.962 2.405
O -0.936 -0.624 3.867
O -0.993 3.579 3.626
O 0.969 1.671 2.763
N -2.144 -1.717 -1.262
N 0.028 -2.975 -0.078
C 2.362 3.400 0.096
C 3.590 3.424 -1.968
C 4.048 -3.052 -1.828
C -3.219 -1.137 -2.088
C 2.485 -5.201 -1.034
C -1.288 -0.992 -0.563
C 1.133 -3.752 0.510
C 1.673 2.199 -0.192
C 3.288 4.010 -0.749
C -0.610 -3.583 -1.248
C -3.470 -2.042 -4.423
C 3.493 -5.388 -1.974
C 0.176 2.078 4.991
C -2.007 2.862 4.353
C -1.282 0.516 3.607
C -1.442 -0.394 -5.359
C 1.197 1.416 4.096
C -2.187 3.727 5.606
C 4.272 -4.312 -2.374
C -2.074 -1.279 -6.228
C -0.172 -1.687 0.175
C -3.091 -2.099 -5.761
C -1.293 1.555 4.725
C 2.257 -3.946 -0.481
C 2.066 1.634 -1.419
C -2.046 -3.177 -1.293
C 2.981 2.224 -2.301
C -1.824 -0.331 -4.028
C 3.049 -2.869 -0.883
C -0.006 3.581 4.664
C -0.743 4.252 5.826
C -2.841 -1.161 -3.550
H 1.877 -6.046 -0.721
H 4.653 -2.207 -2.137
H -0.095 -3.276 -2.161
H -1.775 -1.325 -7.268
H -1.707 1.079 5.609
H -2.569 3.148 6.448
H 0.724 -4.720 0.795
H -2.600 -3.602 -0.452
H 1.465 -3.248 1.410
H 0.893 4.091 4.334
H -2.880 4.543 5.408
H 2.882 -1.885 -0.456
H 3.665 -6.373 -2.393
H -3.421 -0.131 -1.741
H -2.493 -3.526 -2.220
H -1.336 0.372 -3.357
H -0.694 5.334 5.718
H -3.594 -2.782 -6.436
H -0.652 0.256 -5.720
H 0.505 1.916 6.011
H -2.885 2.732 3.733
H -0.529 -4.663 -1.163
H -4.272 -2.679 -4.062
H -4.111 -1.740 -1.919
H 5.057 -4.453 -3.108
H -0.321 3.982 6.795
```

Values from the calculation:
**Spin multiplicity**: 3
**<S²>**: 2.036


Here is a molecular structure, C32H26CsN3O2S3 from the Open Molecules 2025 dataset. Energies are from ωB97M-V/def2-TZVPD.

Structure (XYZ):
```
67
C32H26CsN3O2S3 | the Open Molecules 2025 dataset | ωB97M-V/def2-TZVPD
Cs 0.000 0.000 0.000
S -0.791 -1.751 -2.651
S -2.606 7.107 2.920
S -3.802 -5.305 1.878
O 1.208 -0.211 2.631
O 0.153 1.421 -2.553
N -2.381 -1.037 1.524
N 0.252 0.672 -3.728
N -1.422 2.283 1.350
C -4.092 -0.144 2.867
C -1.952 4.525 2.065
C -3.030 3.958 2.739
C -0.599 8.042 1.642
C -4.425 2.176 3.453
C -4.946 -6.393 2.521
C -4.001 -2.574 2.434
C 3.921 0.936 0.424
C -0.139 -0.691 -3.824
C 0.078 -1.252 -5.217
C 4.315 2.269 0.562
C -0.594 6.632 1.424
C 4.070 3.179 -0.465
C 3.430 2.757 -1.629
C -4.550 -3.935 2.615
C 0.584 -0.503 -6.206
C 0.768 1.411 -4.766
C -2.937 0.142 2.095
C -1.182 3.615 1.383
C -3.308 2.570 2.725
C 3.039 1.423 -1.769
C 2.921 -0.891 -0.910
C -1.646 8.431 2.441
C -2.884 -2.284 1.690
C -5.662 -4.344 3.339
C 3.282 0.506 -0.742
C -2.504 1.642 2.017
C -4.593 -1.458 3.021
C -4.807 0.852 3.523
C -1.635 5.970 2.060
C -5.889 -5.751 3.286
C 0.941 0.872 -5.978
H -0.307 3.905 0.810
H 4.818 2.594 1.469
H 1.348 1.457 -6.792
H 2.866 -1.337 -1.926
H 0.156 6.139 0.818
H -6.703 -6.263 3.784
H 3.283 -1.664 -0.199
H 3.240 3.464 -2.432
H 4.127 0.237 1.231
H -5.692 0.611 4.111
H -4.872 -7.450 2.308
H 2.547 1.108 -2.686
H 0.734 -0.915 -7.196
H 0.129 8.731 1.231
H -5.485 -1.602 3.629
H 1.326 -1.027 3.180
H -6.302 -3.671 3.894
H 0.577 -2.720 0.714
H -2.310 -3.045 1.170
H 1.594 0.516 3.180
H -3.695 4.608 3.307
H -0.192 -2.287 -5.384
H -5.029 2.907 3.991
H -1.893 9.432 2.768
H 1.028 2.446 -4.562
H 4.380 4.215 -0.359
```

Values from the calculation:
**Charge**: -2


Here is a molecular structure, C32H26F3I2MnN3O6PS2 from the Open Molecules 2025 dataset. Energies are from ωB97M-V/def2-TZVPD.

Structure (XYZ):
```
76
C32H26F3I2MnN3O6PS2 | the Open Molecules 2025 dataset | ωB97M-V/def2-TZVPD
I -4.208 -3.542 2.320
I -6.576 1.921 2.823
Mn -0.616 -1.110 -0.598
S 0.844 -0.888 2.492
S -3.060 -0.719 -2.817
P 1.601 0.328 -0.719
F -4.519 -2.903 -2.443
F -2.429 -3.152 -1.950
F -3.051 -3.088 -4.018
O 2.326 -4.012 -0.760
O -4.008 -0.245 -1.847
O 0.839 -2.414 -1.236
O -2.034 -1.822 0.772
O -1.649 -0.581 -2.395
O -3.262 -0.338 -4.187
N -0.163 -3.307 3.045
N -1.208 -1.547 4.034
N -1.878 0.795 0.180
C 4.083 1.941 2.160
C 1.305 1.526 -2.090
C 0.674 -3.953 2.049
C 1.487 2.254 1.264
C 2.022 -2.882 -1.117
C -2.850 2.968 0.091
C -3.280 -2.570 -2.807
C 4.112 0.241 -1.915
C 0.867 0.975 -3.296
C -2.932 0.369 0.915
C 4.299 -2.509 -2.046
C 1.103 3.726 -3.061
C 3.055 -0.539 -1.438
C 1.944 3.010 2.330
C -2.964 -1.055 1.195
C 0.537 1.791 -4.364
C 5.242 -0.342 -2.456
C 3.249 2.858 2.779
C -3.883 2.578 0.892
C 2.332 1.361 0.601
C 1.426 2.908 -1.985
C 3.144 -1.931 -1.523
C -3.969 1.238 1.325
C -1.524 -0.149 4.242
C -1.859 2.033 -0.247
C -4.064 -1.492 1.935
C 0.651 3.171 -4.248
C -0.229 -1.973 3.203
C -5.074 -0.634 2.389
C -5.028 0.701 2.100
C 5.338 -1.728 -2.515
C 3.628 1.194 1.080
H 0.246 -3.887 1.049
H 0.452 2.336 0.959
H 0.380 3.809 -5.079
H -1.528 0.396 3.297
H 1.778 3.352 -1.061
H 1.272 3.698 2.828
H 4.351 -3.589 -2.078
H 1.652 -3.484 2.030
H 6.045 0.280 -2.831
H -2.781 3.980 -0.286
H -1.934 -2.211 4.255
H -1.033 2.318 -0.890
H -4.654 3.280 1.179
H -5.899 -1.039 2.958
H 4.038 1.322 -1.866
H 6.221 -2.194 -2.934
H 0.764 -0.100 -3.388
H 0.788 -5.002 2.320
H 5.092 1.792 2.521
H -0.792 0.324 4.898
H 4.288 0.469 0.624
H 3.607 3.437 3.621
H 0.168 1.350 -5.281
H -2.511 -0.091 4.699
H -1.005 -3.810 3.286
H 1.201 4.801 -2.966
```

Values from the calculation:
**Spin multiplicity**: 6
**Charge**: -1
**<S²>**: 8.754


In kcal per mole, the energy above the lowest of the compared OMol25 structures with the same formula, charge and spin values for the records above are, in order, 38.5; 24.4; 0.0; 0.0.